# 1
Computed, not measured: a molecular structure, C5H9KO3 at a distorted geometry, with ωB97M-V/def2-TZVPD.

Calculated values
Kohn-Sham gap	9.0	eV
energy relative to the best compared isomer or geometry (same formula, charge and spin)	1.2360	eV
E	-1020.9073	a.u.
M	156.22	g mol⁻¹
LUMO	-8.66	eV

```
! wB97M-V def2-TZVPD RIJCOSX def2/J DEFGRID3
* xyz 2 1
H 1.257 -1.103 0.029
O 0.120 -0.177 -1.183
O -0.160 0.281 1.061
O -0.876 -1.752 0.146
C 1.325 -0.251 -1.674
C -1.160 0.322 1.810
C 1.696 0.708 -2.721
C -1.310 1.370 2.803
C 0.007 -0.912 0.111
H 1.789 -1.245 -1.748
H -1.942 -0.437 1.653
H 2.675 1.134 -2.449
H 1.850 0.142 -3.653
H 0.936 1.481 -2.865
H -2.265 1.883 2.596
H -1.459 0.873 3.777
H -0.464 2.061 2.825
K -2.020 -4.378 -0.519
*
```

Löwdin charges in e:
1. H 0.20
2. O 0.09
3. O 0.14
4. O -0.05
5. C -0.02
6. C -0.04
7. C 0.04
8. C 0.04
9. C -0.50
10. H 0.18
11. H 0.17
12. H 0.14
13. H 0.14
14. H 0.12
15. H 0.13
16. H 0.13
17. H 0.12
18. K 0.98

---

# 2
Computed, not measured: a molecular structure, C5H9LuO4 at a distorted geometry, with ωB97M-V/def2-TZVPD.

Calculated values
<S²>	0.753
Kohn-Sham gap (alpha / beta)	7.6 / 9.1	eV
energy relative to the best compared isomer or geometry (same formula, charge and spin)	0.0893	eV
E	-1732.1486	a.u.
M	308.09	g mol⁻¹
LUMO (alpha / beta)	-4.64 / -5.06	eV

```
! wB97M-V def2-TZVPD RIJCOSX def2/J DEFGRID3
* xyz 1 2
O 1.864 1.345 0.004
C 2.811 0.580 -0.421
C 2.504 -0.796 -0.781
H 3.853 0.867 -0.224
H 3.301 -1.534 -0.650
H 1.890 -0.879 -1.694
O 0.895 -1.274 0.342
O -1.644 1.382 -0.126
C -2.713 0.525 -0.337
C -2.239 -0.897 -0.627
O -1.354 -1.260 0.439
C -0.212 -2.073 0.145
Lu -0.008 0.663 0.671
H -3.341 0.838 -1.194
H -3.385 0.487 0.545
H -1.683 -0.922 -1.581
H -3.075 -1.612 -0.678
H -0.224 -2.892 0.881
H -0.273 -2.467 -0.884
*
```

Löwdin charges in e:
1. O -0.23
2. C -0.21
3. C 0.09
4. H 0.14
5. H 0.11
6. H 0.11
7. O -0.34
8. O -0.39
9. C -0.31
10. C -0.17
11. O -0.22
12. C -0.31
13. Lu 1.91
14. H 0.14
15. H 0.13
16. H 0.14
17. H 0.15
18. H 0.15
19. H 0.15

---

# 3
Computed, not measured: a gas-phase ion, C5H9N (charge -1) at a distorted geometry, with ωB97M-V/def2-TZVPD.

Calculated values
<S²>	0.768
Kohn-Sham gap (alpha / beta)	4.8 / 6.4	eV
energy relative to the best compared isomer or geometry (same formula, charge and spin)	2.0102	eV
E	-250.5099	a.u.
M	83.13	g mol⁻¹
LUMO (alpha / beta)	4.64 / 4.53	eV

```
! wB97M-V def2-TZVPD RIJCOSX def2/J DEFGRID3
* xyz -1 2
N 0.589 2.090 -0.818
C 0.638 0.891 -0.113
C 1.315 0.572 1.057
C -1.429 -2.128 0.528
C -0.365 -1.333 -0.226
C -0.443 -0.031 -0.544
H -0.358 2.410 -1.077
H 1.336 2.714 -0.875
H 2.241 1.136 1.302
H 0.932 -0.053 1.791
H -1.199 -2.316 1.580
H -1.748 -3.008 -0.126
H -2.294 -1.473 0.639
H 0.248 -2.130 -0.769
H -1.576 0.266 -0.943
*
```

Löwdin charges in e:
1. N 0.01
2. C -0.48
3. C -0.07
4. C -0.20
5. C -0.36
6. C -0.26
7. H 0.07
8. H 0.03
9. H 0.00
10. H -0.02
11. H 0.03
12. H 0.06
13. H 0.03
14. H 0.07
15. H 0.10

---

# 4
Computed, not measured: a single C5H9N molecule, with ωB97M-V/def2-TZVPD.

Calculated values
Kohn-Sham gap	9.9	eV
energy relative to the best compared isomer or geometry (same formula, charge and spin)	1.2626	eV
E	-250.6205	a.u.
M	83.13	g mol⁻¹
LUMO	0.96	eV

```
! wB97M-V def2-TZVPD RIJCOSX def2/J DEFGRID3
* xyz 0 1
C -2.240 -0.082 0.528
C -0.916 0.504 0.047
C 0.094 -0.579 -0.341
C 1.380 -0.010 -0.877
C 2.518 -0.108 -0.250
N 3.575 -0.127 0.383
H -2.094 -0.718 1.409
H -2.951 0.705 0.798
H -2.704 -0.698 -0.252
H -0.479 1.138 0.829
H -1.090 1.159 -0.818
H 0.302 -1.218 0.526
H -0.343 -1.227 -1.110
H 1.387 0.542 -1.811
H 3.561 0.719 0.938
*
```

Löwdin charges in e:
1. C -0.12
2. C -0.28
3. C -0.23
4. C -0.13
5. C -0.20
6. N 0.13
7. H 0.07
8. H 0.07
9. H 0.07
10. H 0.11
11. H 0.11
12. H 0.12
13. H 0.11
14. H 0.11
15. H 0.06

---

# 5
Computed, not measured: a single C5H9N molecule at a distorted geometry, with ωB97M-V/def2-TZVPD.

Calculated values
Kohn-Sham gap	12.2	eV
energy relative to the best compared isomer or geometry (same formula, charge and spin)	0.3535	eV
E	-250.6540	a.u.
M	83.13	g mol⁻¹
LUMO	0.84	eV

```
! wB97M-V def2-TZVPD RIJCOSX def2/J DEFGRID3
* xyz 0 1
C -0.524 1.310 -0.460
C -0.421 0.025 0.387
C -1.158 -1.150 -0.269
C 1.056 -0.372 0.712
C 2.109 0.285 -0.063
N 3.013 0.751 -0.614
H -0.854 2.169 0.130
H -1.224 1.183 -1.292
H 0.446 1.570 -0.897
H -0.896 0.200 1.362
H -0.794 -1.324 -1.288
H -2.236 -0.959 -0.331
H -1.022 -2.075 0.303
H 1.208 -1.446 0.562
H 1.297 -0.167 1.760
*
```

Löwdin charges in e:
1. C -0.07
2. C -0.40
3. C -0.09
4. C -0.15
5. C -0.25
6. N 0.14
7. H 0.08
8. H 0.08
9. H 0.06
10. H 0.12
11. H 0.09
12. H 0.08
13. H 0.08
14. H 0.12
15. H 0.12

---

# 6
Computed, not measured: a single C5H9N molecule at a distorted geometry, with ωB97M-V/def2-TZVPD.

Calculated values
Kohn-Sham gap	9.6	eV
energy relative to the best compared isomer or geometry (same formula, charge and spin)	2.3622	eV
E	-250.5801	a.u.
M	83.13	g mol⁻¹
LUMO	0.95	eV

```
! wB97M-V def2-TZVPD RIJCOSX def2/J DEFGRID3
* xyz 0 1
C 0.531 2.305 -0.387
N 0.776 0.978 -0.329
C 0.021 0.034 0.399
C 0.131 -0.011 1.719
C -0.905 -0.758 -0.451
C -0.303 -2.172 -0.823
H 1.041 2.972 -1.035
H -0.401 2.686 0.167
H -0.273 -0.924 2.320
H 0.651 0.664 2.380
H -1.868 -0.945 0.104
H -1.164 -0.121 -1.378
H -0.824 -3.091 -0.653
H -0.139 -2.118 -1.916
H 0.690 -2.356 -0.419
*
```

Löwdin charges in e:
1. C 0.02
2. N 0.02
3. C -0.48
4. C 0.02
5. C -0.20
6. C -0.09
7. H 0.04
8. H 0.10
9. H 0.09
10. H 0.05
11. H 0.12
12. H 0.13
13. H 0.05
14. H 0.07
15. H 0.07

---

# 7
Computed, not measured: a single C5H9N molecule at a distorted geometry, with ωB97M-V/def2-TZVPD.

Calculated values
Kohn-Sham gap	10.6	eV
energy relative to the best compared isomer or geometry (same formula, charge and spin)	2.8889	eV
E	-250.5608	a.u.
M	83.13	g mol⁻¹
LUMO	1.11	eV

```
! wB97M-V def2-TZVPD RIJCOSX def2/J DEFGRID3
* xyz 0 1
C -1.851 -1.432 0.244
C -1.046 -0.740 -0.281
C -0.209 0.415 -0.374
C -0.858 1.715 0.079
C 1.186 0.270 0.369
N 2.098 -0.814 -0.093
H -2.763 -2.183 0.288
H 0.069 0.598 -1.384
H -1.848 1.693 -0.556
H -1.103 1.815 1.130
H -0.225 2.504 -0.253
H 0.858 -0.020 1.401
H 1.682 1.287 0.434
H 2.376 -0.592 -1.051
H 2.932 -0.774 0.425
*
```

Löwdin charges in e:
1. C 0.09
2. C -0.15
3. C -0.43
4. C -0.08
5. C -0.24
6. N 0.00
7. H 0.09
8. H 0.12
9. H 0.12
10. H 0.08
11. H 0.06
12. H 0.12
13. H 0.12
14. H 0.07
15. H 0.04

---

# 8
Computed, not measured: a single C5H9N molecule at a distorted geometry, with ωB97M-V/def2-TZVPD.

Calculated values
Kohn-Sham gap	8.4	eV
energy relative to the best compared isomer or geometry (same formula, charge and spin)	4.7345	eV
E	-250.4930	a.u.
M	83.13	g mol⁻¹
LUMO	0.50	eV

```
! wB97M-V def2-TZVPD RIJCOSX def2/J DEFGRID3
* xyz 0 1
C 0.735 1.935 1.902
N 1.320 0.891 1.372
C 0.817 -0.144 0.600
C 0.423 -0.283 -0.727
C -1.110 -0.679 -0.778
C -1.448 -1.500 -2.006
H 1.208 2.865 1.758
H -0.338 1.958 2.421
H 0.413 -0.931 1.298
H 0.938 0.287 -1.616
H -1.656 0.273 -0.607
H -1.378 -1.500 0.059
H -1.615 -0.809 -2.907
H -0.884 -2.363 -2.020
H -2.431 -1.988 -1.941
*
```

Löwdin charges in e:
1. C -0.02
2. N -0.02
3. C -0.23
4. C -0.10
5. C -0.28
6. C -0.16
7. H 0.04
8. H 0.11
9. H 0.10
10. H 0.12
11. H 0.10
12. H 0.14
13. H 0.10
14. H 0.04
15. H 0.06